(1)
The following is a DFT calculation (ωB97M-V/def2-TZVPD) of the ion C6H10ClN4O with charge +1.

Last column: natural (NBO) charge in e.
Element x y z (Å)
Cl  -0.86  -1.83  -2.00  0.182
O  0.95  2.67  -1.89  -0.627
N  0.83  0.20  1.50  -0.598
N  -0.68  1.44  -2.86  -0.793
N  1.93  2.00  0.49  -0.760
N  -0.65  -1.44  0.59  -0.357
C  0.15  0.96  -0.65  -0.169
C  0.99  1.06  0.44  0.408
C  -0.39  -0.49  1.69  -0.040
C  -0.96  -2.81  0.93  -0.438
C  0.16  1.73  -1.86  0.585
C  -0.60  -0.97  -0.61  0.301
H  -1.24  0.22  1.70  0.228
H  -2.02  -2.89  1.22  0.241
H  1.53  0.21  2.23  0.424
H  -0.37  -1.04  2.63  0.239
H  -0.78  -3.47  0.09  0.243
H  2.44  2.20  1.34  0.408
H  2.00  2.61  -0.33  0.464
H  -0.68  2.04  -3.66  0.425
H  -1.40  0.74  -2.79  0.398
H  -0.35  -3.13  1.77  0.237

Properties
2S+1	1
LUMO level	-4.0	eV
total charge	+1
energy above the lowest of the compared OMol25 structures with the same formula, charge and spin	0.0	kJ/mol

(2)
The following is a DFT calculation (ωB97M-V/def2-TZVPD) of the molecule C6H10FN.

Last column: natural (NBO) charge in e.
Element x y z (Å)
F  2.38  0.70  -0.40  -0.372
N  -1.01  -1.10  -1.60  -0.833
C  0.56  -0.89  1.15  -0.584
C  -0.01  2.30  1.69  -0.222
C  -1.22  -0.21  -0.46  -0.191
C  0.03  1.37  0.92  -0.005
C  1.14  0.40  -0.98  0.082
C  0.13  0.19  0.14  -0.216
H  -1.72  0.70  -0.78  0.201
H  0.79  1.20  -1.67  0.176
H  0.67  -1.87  0.67  0.197
H  -1.86  -0.66  0.32  0.177
H  -0.69  -1.98  -1.25  0.351
H  -1.91  -1.27  -2.02  0.363
H  1.32  -0.50  -1.53  0.184
H  0.00  3.18  2.32  0.241
H  -0.13  -1.00  1.95  0.217
H  1.55  -0.57  1.54  0.235

Properties
2S+1	1
structure (SMILES)	C#C[C@@](C)(CN)CF
LUMO level	0.8	eV
total charge	0
energy above the lowest of the compared OMol25 structures with the same formula, charge and spin	140.6	kJ/mol

(3)
The following is a DFT calculation (ωB97M-V/def2-TZVPD) of the ion C6H10FN2S with charge +1.

Last column: natural (NBO) charge in e.
Element x y z (Å)
S  -1.12  -2.39  1.14  0.092
F  -2.18  0.53  0.81  -0.348
N  0.29  -0.58  -0.45  -0.291
N  2.35  -1.00  0.03  -0.452
C  -1.56  1.09  -0.28  0.197
C  0.29  -1.57  0.51  -0.025
C  1.55  -0.27  -0.73  0.261
C  1.59  -1.84  0.82  -0.040
C  -0.87  0.04  -1.11  -0.249
C  -0.65  2.21  0.18  -0.659
H  -1.11  -1.93  2.40  0.169
H  -0.53  0.49  -2.04  0.236
H  -0.03  1.92  1.02  0.221
H  -1.28  3.02  0.53  0.251
H  3.36  -1.00  0.04  0.459
H  1.99  -2.55  1.50  0.266
H  -0.06  2.61  -0.63  0.218
H  -1.56  -0.75  -1.38  0.252
H  1.87  0.44  -1.46  0.250
H  -2.34  1.53  -0.90  0.192

Properties
2S+1	1
structure (SMILES)	C[C@H](F)Cn1c[nH+]cc1S
LUMO level	-3.2	eV
total charge	+1

(4)
The following is a DFT calculation (ωB97M-V/def2-TZVPD) of the molecule C6H10IN3.

Last column: natural (NBO) charge in e.
Element x y z (Å)
I  -4.78  0.50  -0.10  0.304
N  -3.29  -2.17  0.33  -0.422
N  -1.17  -0.94  -0.24  -0.202
N  -1.06  -2.09  0.17  -0.150
C  1.22  -0.46  -0.33  -0.620
C  -0.14  0.47  1.54  -0.616
C  -0.15  0.04  0.01  0.087
C  -2.11  -2.84  0.39  0.040
C  -3.42  -0.94  0.30  0.054
C  -0.54  1.13  -0.98  -0.602
H  -1.11  0.67  1.98  0.216
H  0.46  1.43  1.68  0.212
H  0.24  -0.37  2.04  0.214
H  0.16  1.99  -0.89  0.203
H  1.81  0.51  -0.26  0.218
H  1.11  -0.91  -1.32  0.214
H  -1.95  -3.80  0.71  0.199
H  -1.39  1.53  -0.47  0.211
H  -0.74  0.71  -1.89  0.221
H  1.55  -1.28  0.28  0.219

Properties
2S+1	1
LUMO level (alpha / beta)	-0.4 / -0.4	eV
total charge	0
energy above the lowest of the compared OMol25 structures with the same formula, charge and spin	431.5	kJ/mol

(5)
The following is a DFT calculation (ωB97M-V/def2-TZVPD) of the molecule C6H10INO3P2.

Last column: natural (NBO) charge in e.
Element x y z (Å)
I  4.20  -0.95  -1.40  -0.049
P  0.26  -0.16  0.96  0.965
P  -1.75  -0.92  1.80  1.012
O  -2.95  -0.06  1.04  -0.989
O  -1.93  -2.47  1.27  -0.975
O  1.91  0.85  -1.78  -0.515
N  -0.98  2.60  -1.52  -0.585
C  2.45  0.28  -0.90  0.541
C  -1.08  1.54  -0.84  0.141
C  -0.44  1.50  0.51  -0.781
C  2.09  0.32  0.55  -0.903
C  0.38  -1.50  -0.26  -0.447
C  0.58  -2.46  -0.95  -0.119
H  -1.16  1.78  1.28  0.272
H  0.71  -0.36  2.30  -0.020
H  -1.60  0.66  -1.23  0.152
H  2.35  1.31  0.92  0.260
H  0.34  2.24  0.52  0.260
H  -3.20  -0.48  0.20  0.474
H  0.82  -3.35  -1.48  0.244
H  -1.46  2.49  -2.41  0.340
H  -2.28  -2.50  0.36  0.477
H  2.73  -0.38  1.07  0.245

Properties
2S+1	1
structure (SMILES)	[H]/N=C/C[PH](C#C)(CC(=O)I)P(O)O
LUMO level	0.3	eV
total charge	0

(6)
The following is a DFT calculation (ωB97M-V/def2-TZVPD) of the ion C6H10N with charge +1.

Last column: natural (NBO) charge in e.
Element x y z (Å)
N  0.43  -0.63  0.37  -0.367
C  -0.44  -1.58  -0.34  -0.192
C  1.79  -0.18  -0.30  -0.036
C  -0.89  -0.22  -0.06  0.073
C  -1.41  1.01  -0.67  -0.391
C  -1.96  0.51  0.65  -0.394
C  2.57  0.68  0.30  -0.341
H  -0.12  -1.83  -1.34  0.243
H  -1.71  1.05  1.55  0.244
H  2.36  1.11  1.26  0.227
H  -2.94  0.07  0.67  0.253
H  0.58  -0.78  1.37  0.444
H  -2.03  0.92  -1.55  0.254
H  1.91  -0.62  -1.27  0.231
H  3.48  1.00  -0.19  0.254
H  -0.83  -2.41  0.23  0.250
H  -0.79  1.90  -0.67  0.249

Properties
2S+1	1
structure (SMILES)	C=C[N@@H+]1CC12CC2
LUMO level	-3.0	eV
total charge	+1
energy above the lowest of the compared OMol25 structures with the same formula, charge and spin	164.4	kJ/mol

(7)
The following is a DFT calculation (ωB97M-V/def2-TZVPD) of the ion C6H10N with charge +1.

Last column: natural (NBO) charge in e.
Element x y z (Å)
N  -1.52  0.07  0.45  -0.401
C  2.77  -0.40  -0.07  -0.684
C  -0.70  1.24  -0.01  0.012
C  1.81  0.69  -0.04  0.109
C  0.47  0.45  -0.04  -0.252
C  -0.15  -0.75  0.32  0.022
C  -2.55  -0.31  -0.44  -0.410
H  2.38  -1.18  0.67  0.242
H  -2.17  -0.29  -1.39  0.229
H  3.79  -0.29  0.11  0.261
H  2.01  1.67  -0.13  0.215
H  -2.92  -1.25  -0.23  0.233
H  2.68  -0.91  -1.01  0.275
H  -0.02  -1.46  1.15  0.218
H  -1.65  0.15  1.47  0.450
H  -0.91  2.25  -0.37  0.252
H  -3.35  0.33  -0.46  0.231

Properties
2S+1	1
LUMO level (alpha / beta)	-5.6 / -5.8	eV
total charge	+1
energy above the lowest of the compared OMol25 structures with the same formula, charge and spin	448.6	kJ/mol

(8)
The following is a DFT calculation (ωB97M-V/def2-TZVPD) of the ion C6H10N with charge +1.

Last column: natural (NBO) charge in e.
Element x y z (Å)
N  0.29  -1.33  0.22  -0.736
C  0.34  1.16  0.53  -0.439
C  -2.74  -0.75  -0.20  -0.038
C  -1.06  1.25  -0.19  -0.444
C  1.10  -0.10  0.11  0.127
C  -1.81  0.00  -0.20  -0.185
C  2.34  -0.08  -0.40  -0.333
H  -0.90  1.35  -1.20  0.252
H  0.28  1.19  1.60  0.239
H  1.03  1.97  0.16  0.257
H  -3.30  -1.61  -0.01  0.250
H  -1.65  1.92  0.33  0.267
H  0.71  -2.02  -0.54  0.449
H  0.33  -1.89  1.08  0.448
H  2.73  -0.92  -0.86  0.207
H  2.99  0.79  -0.43  0.246
H  -0.67  -0.92  0.00  0.435

Properties
2S+1	1
structure (SMILES)	C#CCCC(=C)[NH3+]
LUMO level	-3.4	eV
total charge	+1
energy above the lowest of the compared OMol25 structures with the same formula, charge and spin	245.1	kJ/mol

(9)
The following is a DFT calculation (ωB97M-V/def2-TZVPD) of a structure of composition C6H10N.

Last column: natural (NBO) charge in e.
Element x y z (Å)
N  -0.55  0.67  -0.52  -0.380
C  -1.13  -1.00  1.32  -0.458
C  -0.70  0.38  1.69  0.018
C  1.14  -1.11  0.16  -0.680
C  -0.23  -0.57  0.23  0.227
C  -0.59  1.38  0.75  -0.089
C  0.38  0.97  -1.60  -0.450
H  -0.47  2.43  0.95  0.263
H  -1.46  0.42  -0.87  0.444
H  1.66  -0.81  -0.75  0.251
H  1.71  -0.91  1.03  0.260
H  0.28  0.20  -2.28  0.231
H  0.10  1.91  -2.04  0.250
H  1.45  1.26  -1.50  0.271
H  -0.43  -1.82  1.75  0.281
H  -2.21  -1.26  1.43  0.304
H  1.03  -2.15  0.26  0.257

Properties
2S+1	1
LUMO level (alpha / beta)	-4.4 / -4.4	eV
total charge	+1
energy above the lowest of the compared OMol25 structures with the same formula, charge and spin	475.7	kJ/mol

(10)
The following is a DFT calculation (ωB97M-V/def2-TZVPD) of the ion C6H10N with charge +1.

Last column: Löwdin spin population.
Element x y z (Å)
N  2.47  -2.90  -2.00  0.318
C  -1.71  0.07  0.12  0.098
C  1.87  -2.05  -1.24  0.308
C  -0.11  1.83  1.15  0.030
C  0.65  -0.35  0.41  0.574
C  -0.25  0.70  0.07  0.095
C  1.28  -1.23  -0.49  0.524
H  -0.65  2.62  0.89  0.003
H  -0.17  1.19  -0.99  0.001
H  0.43  -0.77  1.43  0.022
H  0.87  2.07  1.12  0.003
H  -2.31  1.09  0.04  0.015
H  -1.71  -0.35  1.08  0.002
H  -0.42  1.34  2.02  0.001
H  2.27  -2.71  -2.97  0.003
H  -1.78  -0.75  -0.55  0.000
H  2.85  -3.70  -1.53  0.005

Properties
expectation value of S²	2.009
2S+1	3
LUMO level (alpha / beta)	-3.3 / -8.4	eV
total charge	+1
energy above the lowest of the compared OMol25 structures with the same formula, charge and spin	319.4	kJ/mol

(11)
The following is a DFT calculation (ωB97M-V/def2-TZVPD) of a structure of composition C6H10N2.

Last column: natural (NBO) charge in e.
Element x y z (Å)
N  0.48  0.38  -1.11  -0.612
N  -0.93  -1.72  0.15  -0.607
C  -1.47  -0.83  -0.96  -0.252
C  1.20  1.26  -0.29  -0.238
C  -0.74  0.09  -0.40  -0.042
C  1.11  -0.46  1.31  -0.195
C  -0.36  -0.74  0.93  -0.073
C  1.71  0.67  0.98  -0.203
H  2.11  1.84  -0.86  0.203
H  0.02  0.75  -2.06  0.364
H  -1.57  -2.52  0.52  0.360
H  0.43  2.24  -0.05  0.152
H  -1.22  1.14  -0.10  0.155
H  -1.06  -1.18  -2.01  0.190
H  -0.98  -0.51  1.66  0.168
H  2.61  1.26  1.10  0.233
H  -2.61  -0.86  -1.11  0.201
H  1.27  -0.80  2.31  0.195

Properties
2S+1	1
LUMO level	1.0	eV
total charge	0
energy above the lowest of the compared OMol25 structures with the same formula, charge and spin	628.6	kJ/mol

(12)
The following is a DFT calculation (ωB97M-V/def2-TZVPD) of a structure of composition C6H10N2.

Last column: natural (NBO) charge in e.
Element x y z (Å)
N  1.49  -1.95  0.27  -0.678
N  2.60  1.11  -0.78  -0.328
C  -1.26  -1.52  -0.65  -0.636
C  1.84  0.44  -0.22  0.198
C  -0.53  0.86  -0.32  -0.064
C  -0.79  -0.39  0.22  -0.219
C  1.21  -0.72  0.56  0.011
C  -0.54  2.12  0.48  -0.669
H  1.18  -0.38  1.60  0.218
H  0.23  2.81  0.14  0.237
H  -0.46  0.96  -1.40  0.215
H  -1.51  2.61  0.37  0.241
H  -0.86  -2.46  -0.28  0.240
H  -1.21  -0.41  1.22  0.219
H  -0.90  -1.41  -1.67  0.212
H  -2.35  -1.57  -0.66  0.224
H  -0.38  1.92  1.54  0.217
H  2.25  -2.04  -0.40  0.360

Properties
2S+1	1
LUMO level (alpha / beta)	-0.2 / -0.2	eV
total charge	0
energy above the lowest of the compared OMol25 structures with the same formula, charge and spin	359.1	kJ/mol

Number 1: total energy -988.8005 Ha, largest force on an atom 5.08 eV/A. Number 2: total energy -389.1611 Ha, largest force on an atom 2.31 eV/A. Number 3: total energy -841.9614 Ha, largest force on an atom 1.14 eV/A. Number 4: total energy -696.4270 Ha, largest force on an atom 4.87 eV/A. Number 5: total energy -1495.3729 Ha, largest force on an atom 0.97 eV/A. Number 6: total energy -289.0203 Ha, largest force on an atom 3.35 eV/A. Number 7: total energy -288.9121 Ha, largest force on an atom 3.71 eV/A. Number 8: total energy -288.9896 Ha, largest force on an atom 4.34 eV/A. Number 9: total energy -288.9018 Ha, largest force on an atom 2.88 eV/A. Number 10: total energy -288.8872 Ha, largest force on an atom 4.54 eV/A. Number 11: total energy -343.8973 Ha, largest force on an atom 14.21 eV/A. Number 12: total energy -343.9999 Ha, largest force on an atom 3.20 eV/A.